{
  "formula": "C9H14O",
  "method": "ωB97M-V/def2-TZVPD",
  "species": ["H", "H", "C", "H", "C", "H", "C", "H", "H", "H", "H", "C", "C", "H", "H", "C", "C", "H", "H", "C", "O", "H", "C", "H"],
  "positions_angstrom": [[0.141590, 3.682915, 0.818430], [-3.045447, -1.341821, -0.021858], [-1.427493, -1.120240, -1.364219], [1.818929, -1.415209, -0.862930], [0.310596, -1.256086, 0.773180], [0.407521, 1.025810, -0.483782], [0.428211, 2.107318, -0.701751], [1.750527, 3.382513, 0.626723], [0.639748, -0.924420, 3.005279], [2.044970, -0.700584, 1.994512], [1.171035, 2.228487, -1.499297], [-1.975526, -1.312444, -0.088270], [-1.074688, -1.349129, 0.953333], [0.755380, 2.266565, 1.507680], [1.315230, -2.329766, 2.275581], [0.808624, 2.826571, 0.569336], [-0.063738, -1.086010, -1.600731], [0.230078, -1.087402, -2.639725], [-1.458195, -1.333978, 1.974973], [1.122205, -1.272452, 2.076442], [-2.349291, -1.165831, -2.391536], [-1.864206, -0.972710, -3.189546], [0.804717, -1.230854, -0.519090], [-0.490777, 2.378760, -1.212732]],
  "forces_ev_per_angstrom": [[-0.1, -0.5, -0.4], [-0.3, -0.1, 0.4], [-1.1, -0.8, 0.0], [0.3, 0.4, 0.9], [-0.4, 0.0, 1.4], [-0.2, 0.8, -0.3], [0.9, -1.1, -0.4], [0.3, -0.6, -0.6], [-0.4, 0.2, -0.8], [0.2, -0.3, -0.1], [0.2, 0.0, 0.3], [1.2, 0.6, -0.9], [-0.5, 0.7, 0.4], [0.1, -0.5, -0.4], [0.6, 0.1, 0.1], [-0.7, 2.3, 1.4], [-1.1, -0.6, 0.5], [0.5, 0.1, 0.0], [0.1, -0.2, -0.2], [0.2, -0.6, -0.5], [0.4, 0.4, 0.4], [0.0, 0.1, -0.6], [0.2, -0.3, -1.1], [-0.4, 0.2, 0.6]],
  "nbo_charge": [0.2048, 0.2276, 0.2959, 0.2218, -0.0463, 0.2287, -0.6377, 0.2093, 0.2197, 0.2180, 0.2020, -0.2506, -0.1870, 0.2058, 0.2183, -0.6298, -0.2912, 0.2078, 0.2093, -0.6317, -0.6694, 0.4706, -0.2057, 0.2101],
  "homo_energy_ev": -8.42,
  "total_energy_ev": -11606.7156,
  "gap_ev": 9.30,
  "e_lumo_ev": 0.88,
  "smiles": "Cc1ccc(O)cc1.CC"
}